18
Properties=species:S:1:pos:R:3:forces:R:3 method="wB97M-V/def2-TZVPD" spin_multiplicity=1 charge=+1 e_homo_ev=-14.355 e_above_lowest_kj_mol=106.9 e_tot_ev=-7873.183 lumo_energy_ev=-3.35
C -2.382 -0.003 -0.233 -0.7 0.0 -1.1
C -1.004 0.263 0.326 1.0 1.0 0.2
C 0.056 -0.786 0.119 -1.0 -1.9 -0.7
C -0.136 -1.896 -0.597 0.7 1.6 0.5
N 1.405 -0.573 0.698 -0.8 1.3 0.6
H -2.695 -1.046 -0.224 0.0 0.0 0.4
H -2.514 0.329 -1.273 0.5 -0.2 0.1
H -3.134 0.609 0.257 0.1 -0.2 0.5
H -1.107 0.511 1.388 0.2 -0.2 0.0
H -0.620 1.178 -0.147 -0.1 0.1 0.2
H -1.028 -1.857 -1.202 -0.1 -0.9 0.0
H 0.663 -2.621 -0.667 -0.3 -0.3 -0.4
H 1.392 -0.379 1.703 -0.2 -0.2 0.1
H 2.087 -1.303 0.527 -0.1 -0.3 -0.3
H 1.714 0.318 0.282 0.7 0.3 -0.2
H 2.931 2.351 -0.896 -0.4 -0.6 -0.2
H 2.200 2.823 0.286 -0.5 -0.4 0.0
O 2.171 2.082 -0.347 0.8 0.8 0.3

***

78
Properties=species:S:1:pos:R:3:forces:R:3 method="wB97M-V/def2-TZVPD" smiles=COCCCCc1ccc2nc(C)cnc2c1CCCBr.COC[C@@H](C)N.COC[C@@H](C)N spin_multiplicity=1 charge=0 e_homo_ev=-8.743 e_tot_ev=-108799.509 lumo_energy_ev=0.08
C 3.266 -2.359 1.791 0.2 0.1 -0.2
O 4.286 -1.440 1.453 0.0 0.0 0.2
C 4.234 -0.976 0.121 -0.1 0.0 0.0
C 4.753 0.455 0.083 0.1 0.0 0.1
C 5.432 0.863 -1.221 -0.1 0.0 0.0
C 4.512 1.424 -2.317 0.1 0.0 -0.1
C 3.222 0.668 -2.502 -0.2 0.1 0.1
C 3.332 -0.594 -3.136 -0.1 -0.2 0.0
C 2.254 -1.392 -3.376 0.1 0.1 0.0
C 0.975 -0.931 -3.021 -0.4 0.3 0.2
N -0.115 -1.704 -3.299 0.0 -0.2 -0.1
C -1.295 -1.236 -3.002 0.3 0.3 0.1
C -2.513 -2.050 -3.295 0.0 -0.1 0.0
C -1.427 0.059 -2.414 0.0 -0.1 -0.1
N -0.411 0.819 -2.133 0.1 0.0 0.1
C 0.837 0.341 -2.413 -0.1 -0.4 -0.2
C 1.977 1.138 -2.119 0.1 0.1 0.0
C 1.782 2.495 -1.471 0.0 0.0 -0.1
C 0.939 2.571 -0.185 -0.1 0.0 0.0
C 1.105 1.355 0.705 -0.3 -0.2 0.1
Br 1.207 1.790 2.601 0.0 0.2 0.1
H 3.240 -3.202 1.095 0.0 -0.1 -0.1
H 2.287 -1.876 1.793 -0.1 0.0 0.0
H 3.484 -2.731 2.785 -0.1 0.0 0.1
H 4.855 -1.610 -0.524 0.1 -0.1 0.0
H 3.215 -1.057 -0.260 -0.2 0.1 -0.1
H 5.480 0.511 0.893 0.1 0.1 0.1
H 3.963 1.168 0.329 0.0 0.0 0.1
H 6.190 1.613 -1.004 0.1 0.1 0.0
H 5.963 -0.004 -1.617 0.1 -0.1 0.0
H 5.051 1.352 -3.262 0.1 0.1 -0.1
H 4.332 2.486 -2.168 0.0 0.0 0.1
H 4.313 -0.937 -3.434 0.1 0.0 0.0
H 2.345 -2.356 -3.855 0.0 -0.1 0.0
H -2.221 -3.024 -3.673 0.0 -0.1 0.0
H -3.134 -1.553 -4.038 -0.1 0.0 -0.1
H -3.119 -2.176 -2.400 -0.1 0.0 0.1
H -2.417 0.429 -2.182 -0.2 0.1 0.0
H 1.319 3.161 -2.201 0.0 0.1 -0.1
H 2.761 2.913 -1.257 0.0 0.0 0.1
H -0.111 2.671 -0.436 -0.1 0.0 0.0
H 1.218 3.469 0.361 0.1 0.1 0.0
H 0.257 0.684 0.637 0.0 -0.1 -0.1
H 2.001 0.800 0.485 0.2 -0.1 0.0
C 1.489 -3.806 5.261 0.0 0.0 0.0
O 1.318 -2.649 4.468 0.0 -0.1 0.0
C 0.321 -1.746 4.909 -0.1 0.1 0.0
C 0.770 -0.772 6.005 0.1 0.0 0.1
C 0.888 -1.399 7.390 0.0 0.0 0.0
N 2.023 -0.094 5.670 -0.1 -0.1 -0.1
H 0.534 -4.151 5.668 0.0 0.0 0.0
H 2.187 -3.643 6.087 0.0 0.0 0.0
H 1.896 -4.584 4.616 0.0 0.0 0.0
H 0.054 -1.161 4.026 0.0 0.0 0.0
H -0.573 -2.303 5.225 0.0 0.0 0.0
H -0.008 -0.004 6.055 0.0 0.0 0.0
H 1.799 -1.990 7.483 0.0 0.0 0.0
H 0.933 -0.618 8.148 0.0 0.0 0.0
H 0.035 -2.044 7.612 0.0 0.0 0.0
H 1.891 0.414 4.801 0.1 0.0 0.0
H 2.711 -0.809 5.448 0.1 0.0 0.0
C -7.195 3.607 -2.956 0.0 0.0 0.1
O -7.093 2.794 -1.803 0.1 0.1 0.0
C -7.260 1.408 -2.011 -0.1 -0.1 0.1
C -5.995 0.673 -2.465 0.1 0.0 -0.1
C -5.626 0.913 -3.925 0.0 0.0 0.0
N -4.834 0.980 -1.623 -0.1 0.0 0.1
H -7.940 3.211 -3.653 0.0 0.0 0.0
H -6.240 3.706 -3.478 0.0 0.0 0.0
H -7.512 4.595 -2.628 0.0 0.0 0.0
H -7.560 1.004 -1.041 0.0 0.0 0.0
H -8.085 1.228 -2.713 0.0 0.0 0.0
H -6.205 -0.395 -2.349 0.0 0.0 0.0
H -5.166 1.891 -4.065 0.0 0.0 0.0
H -4.904 0.167 -4.257 0.0 0.0 0.0
H -6.502 0.849 -4.573 0.0 0.0 0.0
H -5.030 0.707 -0.664 0.0 -0.1 0.0
H -4.739 1.992 -1.586 0.1 0.0 0.0

***

62
Properties=species:S:1:pos:R:3:forces:R:3 method="wB97M-V/def2-TZVPD" spin_multiplicity=1 charge=0 e_homo_ev=-8.974 e_above_lowest_kj_mol=433.6 e_tot_ev=-45826.683 lumo_energy_ev=0.16
C -1.164 1.166 -3.580 -2.2 0.4 -2.2
N -0.600 1.164 -2.243 1.2 -2.4 -0.3
C 0.682 1.864 -2.152 -0.4 0.3 1.0
C 0.729 2.485 -0.714 -0.2 2.7 -5.7
C -0.161 3.688 -0.559 -0.4 1.5 1.3
S -1.796 3.959 -1.386 0.0 -0.2 0.0
C 1.924 1.036 -2.486 0.2 0.2 1.9
C -0.858 -0.100 -4.452 -1.9 -0.6 1.9
H -2.252 1.071 -3.419 0.1 0.7 -0.3
H -0.931 2.133 -4.140 -0.4 -1.2 0.9
H -0.359 0.155 -2.082 -0.5 1.0 0.3
H 0.515 2.726 -2.763 0.6 0.5 -0.9
H 0.658 1.694 -0.158 -1.2 -4.2 4.1
H 1.694 2.843 -0.610 2.1 0.8 0.5
H -0.419 3.700 0.531 0.3 0.6 -0.8
H 0.405 4.644 -0.855 -0.7 -1.6 0.7
H -1.922 2.882 -2.173 0.1 0.1 0.3
H 1.914 -0.038 -2.554 -1.0 -0.7 0.9
H 2.372 1.173 -3.393 0.8 1.4 -2.9
H 2.727 1.294 -1.796 0.0 -0.1 0.3
H -1.147 -0.899 -3.710 0.6 0.2 -1.0
H 0.154 -0.053 -4.568 3.0 -0.6 -0.4
H -1.281 -0.396 -5.441 -0.3 1.1 0.8
H 0.530 2.055 2.032 -0.1 -1.8 -3.8
H -0.406 2.520 3.123 -1.6 -0.1 -0.1
O 0.481 2.419 2.848 2.2 1.9 3.8
H 4.039 -3.569 -0.016 0.4 -1.8 -2.7
H 3.747 -2.017 0.131 -0.1 0.9 -1.7
O 3.856 -2.855 0.509 0.4 0.8 5.3
H 1.659 -3.397 -1.522 0.3 1.3 0.6
H 1.612 -1.970 -0.699 0.0 -1.3 -0.4
O 2.145 -2.576 -1.260 -0.6 0.4 -1.1
H -2.212 -2.694 3.467 0.9 0.6 3.1
H -1.845 -2.527 2.090 3.7 1.9 -2.6
O -2.482 -2.860 2.615 -4.5 -2.4 -0.4
H -2.364 -2.907 -1.440 -2.6 -3.5 -3.8
H -2.445 -2.509 0.034 -0.5 -0.2 -0.4
O -2.013 -2.393 -0.821 2.8 3.5 4.1
H 0.238 -1.007 1.438 0.2 1.9 1.6
H -0.795 -1.751 0.586 2.5 0.3 0.7
O 0.133 -1.817 1.000 -2.2 -2.4 -2.7
H -2.421 1.555 4.030 0.8 0.2 -2.5
H -2.901 1.486 2.518 0.0 0.5 0.3
O -2.110 1.679 3.059 -1.5 -0.5 2.4
H 0.941 -1.528 3.462 -0.8 2.5 -0.2
H 0.832 0.108 3.656 0.9 0.9 0.5
O 0.367 -0.649 3.352 -0.4 -2.6 -0.2
H -1.734 0.464 0.087 0.2 0.0 1.6
H -1.706 0.331 1.779 0.8 0.9 0.2
O -1.970 -0.006 0.928 -1.0 -0.9 -2.2
H -4.067 2.794 0.552 0.2 -2.2 -0.3
H -3.812 1.132 0.455 1.0 0.2 -0.4
O -4.394 1.855 0.663 -1.1 1.9 0.7
H 3.848 1.775 2.768 -0.7 -2.0 1.1
H 3.451 0.862 4.030 0.1 0.4 0.0
O 3.568 0.850 3.075 0.6 1.5 -1.0
H 2.895 -1.848 2.890 -0.9 -1.2 0.3
H 2.066 -3.210 2.882 0.2 -0.8 -1.1
O 2.233 -2.419 3.363 1.1 1.5 0.7
H -0.003 -3.736 -0.730 1.7 -3.0 -1.0
H -0.306 -5.197 -1.137 -0.3 -0.7 -0.2
O 0.461 -4.634 -1.093 -1.8 3.4 1.4